Density functional theory data (the ωB97M-V functional and the def2-TZVPD basis) for 11 unconnected molecules or ions with the total composition C41H110N6O17.

XYZ file:
```
174
Properties=species:S:1:pos:R:3
C 7.21 7.68 -0.52
O 6.88 7.49 0.87
C 6.18 6.29 1.17
C 4.80 6.24 0.46
N 3.88 5.16 0.85
C 2.51 5.34 0.31
C 1.39 4.36 0.64
O 0.98 4.45 2.01
C 0.53 3.24 2.59
H 7.82 6.85 -0.88
H 7.76 8.61 -0.69
H 6.32 7.72 -1.14
H 6.11 6.24 2.25
H 6.73 5.40 0.87
H 4.89 6.15 -0.62
H 4.28 7.18 0.67
H 3.74 5.29 1.84
H 2.60 5.26 -0.77
H 2.16 6.36 0.49
H 1.81 3.38 0.39
H 0.55 4.47 -0.04
H 1.38 2.56 2.45
H -0.38 2.95 2.06
H 0.26 3.43 3.62
C 4.58 -0.96 -0.76
O 4.35 -0.31 0.49
C 4.90 0.99 0.48
C 4.75 1.75 1.79
N 5.62 2.96 1.88
C 5.92 3.44 3.25
C 4.70 3.88 4.08
O 4.22 5.14 3.63
C 3.25 5.81 4.38
H 3.94 -1.84 -0.80
H 5.63 -1.21 -0.93
H 4.31 -0.36 -1.63
H 4.43 1.56 -0.32
H 5.93 1.00 0.13
H 4.89 1.09 2.65
H 3.74 2.14 1.77
H 5.14 3.69 1.36
H 6.65 4.25 3.17
H 6.33 2.58 3.78
H 4.97 3.94 5.14
H 3.87 3.17 4.05
H 2.37 5.25 4.71
H 2.95 6.72 3.87
H 3.77 6.11 5.29
C -6.00 -8.91 3.18
O -5.02 -7.96 3.72
C -5.44 -7.19 4.87
C -4.46 -6.07 5.16
N -4.54 -5.07 4.15
C -3.90 -3.84 4.56
C -4.15 -2.75 3.51
O -3.32 -1.59 3.70
C -2.01 -1.51 3.16
H -6.78 -8.47 2.56
H -6.54 -9.48 3.93
H -5.40 -9.60 2.59
H -5.43 -7.90 5.69
H -6.46 -6.86 4.71
H -3.49 -6.57 5.21
H -4.68 -5.69 6.16
H -4.15 -5.47 3.31
H -2.85 -3.99 4.82
H -4.32 -3.49 5.50
H -5.19 -2.43 3.56
H -4.08 -3.15 2.49
H -1.76 -0.46 3.25
H -1.97 -1.91 2.15
H -1.43 -2.15 3.83
C -0.41 -4.64 -0.54
O -1.57 -5.21 -0.10
C -1.42 -5.64 1.26
C -2.50 -6.74 1.53
N -3.85 -6.27 1.62
C -4.53 -5.87 0.34
C -4.89 -7.06 -0.56
O -5.76 -8.03 0.07
C -5.68 -9.35 -0.42
H -0.49 -3.97 -1.40
H 0.34 -5.40 -0.76
H 0.03 -3.89 0.12
H -1.46 -4.75 1.89
H -0.43 -6.07 1.40
H -2.27 -7.33 2.41
H -2.37 -7.46 0.72
H -4.44 -7.01 1.97
H -4.01 -5.16 -0.30
H -5.42 -5.31 0.63
H -3.97 -7.56 -0.86
H -5.40 -6.61 -1.41
H -6.22 -10.02 0.24
H -4.61 -9.58 -0.45
H -6.05 -9.40 -1.44
C 2.43 6.24 -8.39
O 3.10 5.40 -7.45
C 4.50 5.62 -7.35
C 5.20 4.51 -6.58
N 4.48 4.33 -5.32
C 4.85 3.11 -4.66
C 3.95 2.83 -3.40
O 2.68 2.32 -3.77
C 1.88 2.03 -2.58
H 2.91 6.33 -9.36
H 2.19 7.25 -8.06
H 1.54 5.70 -8.72
H 4.65 6.51 -6.74
H 4.89 5.86 -8.34
H 6.23 4.83 -6.46
H 5.38 3.65 -7.23
H 3.55 4.29 -5.70
H 5.91 3.09 -4.38
H 4.61 2.30 -5.35
H 3.89 3.78 -2.88
H 4.47 2.08 -2.80
H 1.71 3.01 -2.14
H 2.46 1.42 -1.89
H 0.91 1.60 -2.83
C -8.14 2.72 -2.46
O -6.97 2.18 -3.05
C -6.99 0.77 -3.26
C -5.57 0.43 -3.79
N -4.51 0.64 -2.75
C -3.22 0.97 -3.36
C -2.18 1.17 -2.20
O -2.44 2.37 -1.49
C -1.72 2.43 -0.21
H -8.41 3.71 -2.82
H -7.93 2.82 -1.39
H -9.06 2.13 -2.49
H -7.78 0.42 -3.92
H -7.21 0.30 -2.29
H -5.44 1.13 -4.61
H -5.54 -0.63 -4.08
H -4.80 1.55 -2.40
H -3.21 1.99 -3.74
H -2.79 0.26 -4.06
H -1.23 1.18 -2.73
H -2.20 0.25 -1.61
H -0.67 2.51 -0.48
H -1.95 1.70 0.57
H -1.96 3.40 0.22
C 2.08 -3.77 2.66
O 0.94 -3.04 3.02
H 2.59 -4.31 3.47
H 1.79 -4.58 1.98
H 2.79 -3.19 2.06
H 1.19 -2.38 3.67
C 0.75 -0.62 0.41
O 1.62 0.54 0.42
H 0.44 -0.83 1.44
H -0.10 -0.53 -0.25
H 1.41 -1.44 0.10
H 2.54 0.27 0.48
C 1.44 0.06 4.10
O 1.42 -1.12 4.90
H 1.83 0.93 4.62
H 2.11 -0.09 3.25
H 0.46 0.27 3.66
H 0.87 -0.99 5.67
C -0.53 -1.72 -3.62
O 0.31 -1.90 -2.56
H -0.35 -2.56 -4.29
H -1.51 -1.89 -3.18
H -0.36 -0.77 -4.13
H 1.16 -2.03 -2.99
C -3.58 -1.93 -0.69
O -4.25 -1.92 -1.97
H -3.83 -2.87 -0.19
H -2.51 -1.94 -0.91
H -3.91 -1.13 -0.03
H -4.16 -1.05 -2.38
```

Calculated values
* 2S+1: 2
* highest occupied orbital energy (alpha / beta): -0.35852 / -0.35852 hartree
* charge: +1
* LUMO (alpha / beta): -1.897 / -7.141 eV

Density functional theory data (the ωB97M-V functional and the def2-TZVPD basis) for a molecular structure, C41H111Cl2N10O13Ti2.

XYZ file:
```
179
Properties=species:S:1:pos:R:3
Ti -0.57 -3.14 -1.06
Ti -2.01 0.79 -1.63
Cl -3.25 -2.17 -1.02
Cl 0.35 -0.20 -0.32
O -4.57 3.66 -0.53
C -5.00 2.36 -0.52
O -6.19 2.10 -0.33
O -4.18 1.42 -0.68
H -5.33 4.21 -0.31
C 3.68 0.36 2.33
C 3.22 1.84 2.31
C 4.41 2.83 2.48
O 5.05 2.80 3.72
C 6.05 3.79 3.98
N 2.71 2.01 0.96
H 4.40 0.25 1.52
H 2.88 -0.36 2.11
H 4.08 0.06 3.30
H 2.47 2.06 3.06
H 3.98 3.83 2.41
H 5.19 2.64 1.74
H 6.52 3.53 4.93
H 5.71 4.83 3.94
H 6.86 3.71 3.26
H 1.93 1.38 0.84
H 3.37 1.60 0.31
C 3.10 -4.12 -3.54
C 1.66 -3.71 -3.23
C 0.52 -4.73 -3.68
O -0.66 -4.03 -3.30
C -1.84 -4.60 -3.83
N 1.73 -3.46 -1.83
H 3.74 -3.25 -3.38
H 3.28 -4.28 -4.60
H 3.55 -4.94 -2.98
H 1.37 -2.80 -3.77
H 0.66 -5.68 -3.15
H 0.58 -4.86 -4.76
H -1.89 -5.69 -3.88
H -2.01 -4.17 -4.81
H -2.68 -4.32 -3.20
H 2.41 -2.72 -1.85
H 2.30 -4.22 -1.48
C -3.59 -1.16 4.36
C -4.00 -1.56 2.97
C -4.99 -0.68 2.23
O -6.21 -0.59 2.96
C -7.22 0.27 2.42
N -2.72 -1.58 2.28
H -2.94 -1.94 4.76
H -4.46 -1.11 5.01
H -3.04 -0.22 4.39
H -4.33 -2.59 2.98
H -5.02 -1.04 1.20
H -4.55 0.30 2.06
H -8.11 0.22 3.05
H -7.56 0.09 1.39
H -6.84 1.28 2.49
H -2.99 -1.60 1.31
H -2.33 -0.65 2.26
C -1.84 5.41 -2.07
C -1.54 3.97 -2.23
C -0.17 3.65 -2.87
O -0.19 3.97 -4.23
C 1.05 3.62 -4.83
N -1.69 3.33 -1.00
H -2.88 5.60 -1.83
H -1.87 5.89 -3.05
H -1.15 5.90 -1.38
H -2.32 3.57 -2.88
H 0.19 2.63 -2.75
H 0.57 4.22 -2.31
H 1.93 4.11 -4.41
H 0.96 4.02 -5.84
H 1.19 2.57 -5.07
H -1.22 3.94 -0.33
H -2.66 3.37 -0.74
C -2.54 -1.07 -4.61
C -1.45 0.03 -4.53
C -0.68 0.19 -5.90
O -1.61 0.66 -6.86
C -0.99 1.13 -8.09
N -2.09 1.20 -3.95
H -3.06 -1.13 -3.66
H -2.10 -2.06 -4.73
H -3.23 -0.84 -5.42
H -0.64 -0.25 -3.85
H -0.17 -0.67 -6.35
H 0.04 1.00 -5.78
H -0.35 2.00 -7.88
H -1.78 1.48 -8.75
H -0.36 0.35 -8.52
H -1.44 1.95 -4.12
H -2.77 1.25 -4.70
C -3.00 6.90 1.18
C -1.99 6.82 2.32
C -0.53 6.48 1.90
O -0.48 5.09 1.45
C 0.83 4.55 1.26
N -1.98 8.09 2.94
H -2.60 7.52 0.38
H -3.89 7.42 1.54
H -3.24 5.93 0.75
H -2.33 6.17 3.13
H 0.15 6.60 2.75
H -0.20 7.05 1.03
H 1.17 4.28 2.27
H 1.43 5.26 0.70
H 0.75 3.63 0.68
H -1.47 7.99 3.81
H -2.90 8.47 3.11
C -2.04 -7.34 -0.57
C -0.90 -6.65 0.10
C 0.47 -7.10 -0.44
O 0.79 -8.47 -0.38
C 1.30 -8.96 0.81
N -1.14 -5.26 -0.02
H -1.98 -8.40 -0.32
H -1.91 -7.11 -1.63
H -3.03 -6.97 -0.34
H -0.95 -6.92 1.16
H 1.28 -6.51 -0.02
H 0.39 -6.84 -1.49
H 1.62 -9.98 0.61
H 0.55 -8.93 1.60
H 2.16 -8.40 1.21
H -2.11 -5.21 0.25
H -0.67 -4.79 0.74
C -1.68 2.53 4.03
C -0.63 1.79 3.27
C 0.26 0.86 4.13
O 0.96 1.60 5.15
C 1.96 0.91 5.92
N -1.30 1.13 2.15
H -2.12 3.32 3.43
H -1.28 3.05 4.89
H -2.52 1.93 4.38
H -0.06 2.55 2.74
H 0.93 0.35 3.45
H -0.36 0.10 4.61
H 1.70 0.03 6.50
H 2.32 1.56 6.72
H 2.83 0.69 5.30
H -1.64 1.80 1.48
H -0.59 0.59 1.68
C -0.21 -4.46 3.58
C 0.45 -3.33 2.81
C 2.04 -3.49 2.61
O 2.82 -3.71 3.82
C 2.90 -2.61 4.72
N -0.17 -3.07 1.52
H -1.27 -4.41 3.82
H 0.23 -4.42 4.58
H 0.06 -5.39 3.08
H 0.31 -2.48 3.48
H 2.45 -2.70 1.98
H 2.24 -4.36 2.00
H 1.94 -2.34 5.17
H 3.40 -1.79 4.20
H 3.64 -2.85 5.48
H -1.07 -2.72 1.82
H 0.29 -2.25 1.16
C 2.68 0.13 -4.02
C 3.64 0.12 -2.84
C 3.81 1.49 -2.20
O 4.55 1.50 -0.99
C 5.93 1.32 -1.12
N 3.10 -0.88 -1.96
H 1.68 0.47 -3.76
H 2.55 -0.89 -4.39
H 3.06 0.72 -4.85
H 4.60 -0.21 -3.24
H 2.86 1.99 -1.98
H 4.40 2.13 -2.87
H 6.06 0.25 -1.32
H 6.42 1.52 -0.17
H 6.49 1.99 -1.78
H 2.20 -0.59 -1.61
H 3.75 -0.91 -1.18
```

Calculated values
* 2S+1: 7
* highest occupied orbital energy (alpha / beta): -0.04240 / -0.20079 hartree
* charge: -1
* LUMO (alpha / beta): 1.893 / 1.888 eV

Taking the records one at a time from the top gives energy above the lowest of the compared OMol25 structures with the same formula, charge and spin values of 0.000 0.000 eV.